Below is a molecular structure, C5H7N2OS in a non-equilibrium geometry, with properties calculated with ωB97M-V/def2-TZVPD.

* calculated total energy: -777.418017 Ha
* orbital gap (spin up / spin down): 3.598 / 3.320 eV
* relative energy (zero: lowest compared OMol25 entry of this formula, charge and spin): 1.5314 eV
* E_HOMO (spin up / spin down): -0.71 / -3.52 eV
* charge: -1
* LUMO (spin up / spin down): 2.888 / -0.199 eV
* F_max: 6.6 eV Å⁻¹
* 2S+1: 3

Positions of all 16 atoms, in Å:
C: 0.445 -0.825 -1.655
C: 0.432 0.271 -0.911
C: -0.346 -1.946 -1.420
C: -0.708 -0.037 0.606
C: -0.480 0.689 1.853
N: -1.229 -2.055 -0.459
N: -1.421 -1.110 0.482
O: -2.219 -1.456 1.393
S: 2.724 3.013 -0.877
H: 1.057 -0.850 -2.688
H: 1.066 1.185 -0.950
H: -0.423 -2.729 -2.202
H: -1.445 1.000 2.223
H: 0.123 1.520 1.715
H: 0.003 -0.022 2.478
H: 2.419 3.352 0.412

Löwdin atomic charge list, values in e, 4 entries: -0.296 -0.049 -0.291 -0.158